Record 1
150
Properties=species:S:1:pos:R:3 method="wB97M-V/def2-TZVPD" fmax_ev_per_a=4.7 spin_multiplicity=1 orbital_gap_ev=9.29 molar_mass_g_mol=1397.574 de_lowest_kcal_mol=132.1 e_tot_ha=-8102.59418 smiles="CCOS(C)(=O)=O.CCOS(C)(=O)=O.CCOS(C)(=O)=O.CCOS(C)(=O)=O.O=S1(=O)OCCO1.O=S1(=O)OCCO1.O=S1(=O)OCCO1.O=S1(=O)OCCO1.O=S1(=O)OCCO1.O=S1(=O)OCCO1.c1ccccc1.c1ccccc1"
C 1.40670 0.79395 -1.25828
C 0.67718 -0.23684 -0.30222
O -0.42652 0.43441 0.25990
S -1.60669 -0.43845 1.08717
C -0.61654 -1.04548 2.55772
O -2.54740 0.46269 1.63074
O -1.99887 -1.59458 0.29301
H 1.89612 1.63582 -0.76856
H 0.64937 1.33379 -1.82673
H 2.14399 0.38514 -1.94920
H 0.41397 -1.08357 -0.93616
H 1.37443 -0.51540 0.48794
H 0.00901 -1.78979 2.06499
H -1.41778 -1.57871 3.06935
H -0.06764 -0.25087 3.06310
C 2.92623 0.94618 -8.08687
C 1.46205 1.05454 -8.40657
O 0.75912 1.36421 -7.24978
S -0.33310 2.66157 -7.32071
C -1.68259 1.90670 -8.40700
O -0.88984 2.85303 -5.99138
O 0.31777 3.77677 -7.95607
H 3.02636 0.55740 -7.07350
H 3.49960 1.87282 -8.11293
H 3.36581 0.21925 -8.76984
H 1.38402 1.77024 -9.22498
H 1.06387 0.13120 -8.82727
H -2.64309 2.41089 -8.30043
H -1.84212 0.88080 -8.07508
H -1.39403 1.99460 -9.45443
C 10.88038 -2.14764 -1.23424
C 9.40493 -1.80035 -1.19509
O 9.10527 -1.42961 -2.53337
S 8.09020 -0.13623 -2.83866
C 9.22623 1.23972 -2.54220
O 7.74313 -0.14031 -4.30460
O 7.08256 -0.13526 -1.79773
H 11.47353 -1.26307 -1.46617
H 11.09165 -2.97577 -1.91077
H 11.16661 -2.50056 -0.24346
H 8.77815 -2.67411 -1.01686
H 9.23451 -0.93626 -0.55289
H 8.90955 2.11010 -3.11690
H 10.20640 0.92444 -2.89991
H 9.27445 1.43652 -1.47120
C -7.19978 -4.76124 -0.02205
C -7.57645 -5.63973 -1.15319
O -8.99581 -5.82394 -1.27551
S -9.74489 -7.10837 -0.54803
C -9.30431 -8.40416 -1.79255
O -9.07847 -7.41657 0.68728
O -11.23770 -6.90365 -0.58218
H -6.12077 -4.84968 0.10452
H -7.62779 -4.99527 0.95270
H -7.40820 -3.73211 -0.31454
H -7.09743 -5.24424 -2.04887
H -7.19158 -6.65002 -1.01432
H -8.23403 -8.28437 -1.96061
H -9.86560 -8.18576 -2.70104
H -9.53056 -9.42487 -1.48424
O -4.19916 5.50087 -1.06873
S -3.29312 6.35482 -0.29531
O -3.91084 7.16174 0.72982
O -1.92957 5.65964 0.23484
C -1.02932 5.50157 -0.89081
C -1.02551 6.89886 -1.53584
O -2.34187 7.35869 -1.35276
H -0.05593 5.05964 -0.67793
H -1.56405 4.83812 -1.57051
H -0.68680 6.84211 -2.57032
H -0.38006 7.59188 -0.99618
O 1.83265 -3.51612 -5.60385
S 1.22586 -3.89411 -4.31631
O 2.05077 -3.50821 -3.19713
O -0.31372 -3.42547 -4.09911
C -1.15963 -4.45930 -3.64839
C -0.30580 -5.65589 -3.35982
O 0.76506 -5.46709 -4.26907
H -1.84946 -4.25812 -2.82880
H -1.76024 -4.62984 -4.54186
H -0.83167 -6.54705 -3.70249
H 0.11275 -5.69282 -2.35406
O -9.72503 0.64683 1.13353
S -10.19355 1.97293 1.61841
O -11.56464 2.39078 1.25137
O -9.88632 2.07783 3.24378
C -8.53726 2.52531 3.55181
C -8.10774 3.18585 2.22303
O -9.14928 3.14272 1.27365
H -8.35668 3.17768 4.40615
H -7.93974 1.62924 3.71956
H -7.16403 2.84809 1.79474
H -7.88985 4.24733 2.34086
O -5.55666 -1.86898 7.10122
S -4.55243 -1.07372 7.78637
O -3.76442 -0.07020 7.04254
O -5.16603 -0.42357 9.20818
C -4.25991 -0.74162 10.32085
C -3.09536 -1.59222 9.84516
O -3.54709 -2.10872 8.58622
H -3.86094 0.20224 10.69241
H -4.76574 -1.25839 11.13643
H -2.88529 -2.43878 10.49885
H -2.13725 -1.07652 9.78047
O -3.16192 -6.74635 1.16795
S -2.36471 -6.99108 2.35147
O -0.92491 -7.17816 2.36017
O -2.79449 -5.84776 3.42140
C -3.91052 -6.23327 4.20106
C -4.35055 -7.64325 3.79536
O -3.13661 -8.20270 3.23541
H -3.66730 -6.23209 5.26358
H -4.76592 -5.58789 4.00141
H -5.11492 -7.55912 3.02286
H -4.72321 -8.19762 4.65670
O 2.16032 3.92299 3.89639
S 3.07979 5.08079 3.88074
O 4.48767 4.96296 3.46347
O 2.43405 6.46635 3.19979
C 2.69251 7.63116 3.97032
C 3.34143 7.14322 5.28057
O 2.98795 5.77503 5.37129
H 3.33511 8.28970 3.38594
H 1.70735 8.08505 4.07776
H 2.89295 7.60278 6.16136
H 4.40507 7.31756 5.44293
C 6.83654 -2.69465 3.09724
C 5.86282 -1.83725 2.61761
C 5.85307 -0.53624 3.08539
C 6.74684 -0.12024 4.08081
C 7.65575 -1.03819 4.61840
C 7.73963 -2.33541 4.08653
H 6.99206 -3.71740 2.78711
H 5.13743 -2.18075 1.89497
H 5.13843 0.17317 2.69498
H 6.63444 0.84831 4.54522
H 8.41313 -0.82944 5.35948
H 8.54465 -2.99637 4.37197
C 4.44067 5.72371 -2.99602
C 4.43857 5.04476 -4.27931
C 5.23391 5.54460 -5.37929
C 5.95447 6.73525 -5.17691
C 5.92675 7.47197 -3.96412
C 5.14492 6.92260 -2.92844
H 3.89564 5.43024 -2.11103
H 3.81010 4.18106 -4.43883
H 5.24612 5.08614 -6.35708
H 6.59727 7.19848 -5.91082
H 6.43391 8.42205 -3.88334
H 5.10481 7.47756 -2.00280

---

Record 2
60
Properties=species:S:1:pos:R:3 method="wB97M-V/def2-TZVPD" fmax_ev_per_a=2.3 spin_multiplicity=1 orbital_gap_ev=9.08 molar_mass_g_mol=338.442 de_lowest_kcal_mol=18.9 e_tot_ha=-1191.31007 smiles=COCCNCCOC.COCCNCCOC.O.O.O.O
C 5.04088 15.92782 9.94978
O 5.25797 15.47558 11.25412
C 6.58168 15.37898 11.66801
C 7.58786 14.71997 10.69069
N 7.05709 13.36989 10.53833
C 7.25553 12.78328 9.21390
C 8.68460 12.68781 8.74602
O 9.38714 11.80997 9.58132
C 9.25204 10.43052 9.24815
H 5.79757 16.62032 9.56731
H 4.15698 16.52552 10.00092
H 5.04643 15.09154 9.21430
H 6.46620 14.76700 12.59834
H 6.87492 16.42431 11.88634
H 8.61259 14.86651 11.06446
H 7.44071 15.29870 9.75430
H 7.47967 12.70838 11.21626
H 6.72116 13.44393 8.47208
H 6.78139 11.78756 9.20695
H 9.18699 13.66940 8.64122
H 8.52424 12.20441 7.77749
H 8.24490 10.05339 9.52866
H 9.97692 9.93395 9.88970
H 9.46432 10.19769 8.22545
C 5.85961 8.02600 14.46287
O 6.30569 6.81361 15.06382
C 7.64728 6.43820 14.92462
C 8.47901 7.50004 15.60675
N 7.91938 7.85095 16.93526
C 8.53600 9.09199 17.49934
C 8.05685 9.37665 18.91018
O 6.68879 9.73560 18.91865
C 6.27733 9.96414 20.25492
H 6.33111 8.86438 14.97277
H 4.77845 7.99074 14.52555
H 6.09833 8.18357 13.37891
H 7.95421 6.47464 13.86489
H 7.71181 5.46358 15.35662
H 8.57154 8.32871 14.92982
H 9.47368 7.18583 15.84542
H 6.94803 8.05027 16.82813
H 8.28677 9.93401 16.84030
H 9.65910 8.94789 17.46279
H 8.65041 10.23502 19.11598
H 8.08299 8.53718 19.58962
H 6.63378 10.94185 20.62686
H 6.58394 9.17267 20.99877
H 5.19920 10.02883 20.23624
O 7.78001 11.01265 12.10073
H 8.74068 10.90438 12.33355
H 7.34150 11.10275 12.93426
O 4.05704 11.79844 11.91419
H 4.67530 12.54177 11.64652
H 4.18338 11.10404 11.26028
O 5.99644 12.27178 13.80765
H 5.75173 12.27900 14.73347
H 5.19605 11.89231 13.37420
O 10.40905 12.27244 12.36406
H 10.28261 12.55977 11.43245
H 10.27934 13.02651 12.95790

---

Record 3
14
Properties=species:S:1:pos:R:3 method="wB97M-V/def2-TZVPD" fmax_ev_per_a=6.7 spin_multiplicity=1 orbital_gap_ev=8.15 molar_mass_g_mol=118.088 de_lowest_kcal_mol=210.8 e_tot_ha=-456.68499
C 0.24911 -0.59593 0.78287
C 0.54826 -0.52759 -0.77392
C -0.53820 0.53316 0.16254
C -0.27534 1.89041 -0.14181
H -0.18705 -2.70904 0.94726
H 1.04806 -0.35615 1.31666
H 0.10346 -1.48395 -1.23523
H 1.60179 0.97154 -1.32617
H -1.81000 -1.05433 0.42136
H -0.96334 2.65722 -0.21666
O -0.64625 -1.74465 1.09720
O 1.79333 -0.31390 -1.26952
O -1.85255 0.50524 0.41865
O 0.92872 2.22799 -0.18323

---

Record 4
46
Properties=species:S:1:pos:R:3 method="wB97M-V/def2-TZVPD" fmax_ev_per_a=3.3 spin_multiplicity=1 orbital_gap_ev=9.07 molar_mass_g_mol=243.321 total_charge=+1 de_lowest_kcal_mol=62.9 e_tot_ha=-883.11041
C -0.34342 -0.35158 -1.60600
N -1.37339 0.43769 -0.95339
C -2.78696 0.04001 -1.09616
C -3.63818 1.34839 -0.77244
C -3.48264 1.89695 0.63079
C -2.35002 2.90365 1.02003
C 0.49878 -1.15050 -0.60068
N 1.08494 -0.39116 0.55902
H -0.93918 -1.15223 -2.09508
H 0.24601 0.06881 -2.39518
H -1.17742 1.41400 -0.80730
H -3.01909 -0.60380 -1.94362
H -2.90114 -0.66796 -0.23403
H -4.65510 0.99498 -0.98873
H -3.31397 2.12426 -1.52454
H -4.48081 2.31279 0.82562
H -3.52869 1.04219 1.41073
H -2.16855 2.96751 2.08879
H -2.74752 3.81410 0.58492
H -1.46029 2.53982 0.48219
H -0.19782 -1.92196 -0.18119
H 1.23685 -1.77372 -1.08344
H 1.13758 0.59375 0.22590
H 0.60875 -0.26025 1.46200
H 2.01070 -0.68896 0.85753
H 2.15498 0.77987 -5.11204
H 0.70720 0.76724 -4.75308
O 1.53890 1.19340 -4.49699
H 2.24969 1.10363 2.58771
H 2.57568 -0.19739 3.36522
O 2.35862 0.13540 2.48706
H 1.09171 -3.87139 1.21518
H 1.99764 -4.82907 0.43778
O 1.40353 -4.08087 0.32360
H 3.32718 -3.04576 -1.56183
H 4.47248 -2.18870 -1.87840
O 4.01781 -2.53279 -1.09476
H 0.33561 -0.17894 4.36799
H 0.71323 0.68005 5.51183
O 1.07086 0.36512 4.67314
H 1.73950 3.10109 -2.28322
H 2.20104 1.66480 -2.39593
O 1.73781 2.27036 -1.80023
H -2.00562 -0.47185 1.54471
H -2.66476 -1.08871 2.74583
O -2.00762 -1.29091 2.05948

---

Record 5
80
Properties=species:S:1:pos:R:3 method="wB97M-V/def2-TZVPD" fmax_ev_per_a=0.4 spin_multiplicity=1 orbital_gap_ev=8.88 molar_mass_g_mol=528.712 de_lowest_kcal_mol=3.1 e_tot_ha=-1680.03459
C 8.04701 0.37856 1.48628
C 7.50693 -0.62776 0.47673
C 6.04870 -0.37220 0.09527
C 5.84711 0.94072 -0.65971
C 4.45929 1.05745 -1.29016
C 3.33634 1.13127 -0.25999
C 1.97825 1.32082 -0.95003
N 0.81671 1.39915 -0.08482
C 0.73234 2.64079 0.67560
C -0.46160 3.46862 0.28448
C -1.63093 3.00563 -0.13118
C -1.94418 1.53353 -0.21730
C -3.29867 1.16197 -0.77906
C -3.48547 -0.15387 -1.18539
C -4.71094 -0.61691 -1.62428
C -5.79726 0.24961 -1.67891
O -7.05374 -0.09282 -2.06456
C -7.32280 -1.44345 -2.36065
C -5.61107 1.58062 -1.30852
C -4.38549 2.02384 -0.85811
N -1.80764 0.93706 1.11526
C -2.92335 1.13396 2.02984
C -3.99757 0.09107 1.85934
C -3.65184 -1.25494 1.81342
C -4.61283 -2.22659 1.61127
C -5.93032 -1.83352 1.46663
F -6.87476 -2.77548 1.23130
C -6.31087 -0.50839 1.54733
C -5.33370 0.45009 1.74689
C -0.67953 0.39662 1.61655
O -0.62219 -0.00750 2.76842
C 0.54544 0.21719 0.71496
C 0.32667 -1.05692 -0.13564
C 1.58629 -1.84265 -0.37867
C 2.30675 -2.35445 0.69542
C 3.47091 -3.07095 0.48794
C 3.92894 -3.29584 -0.79972
C 3.20849 -2.80971 -1.87628
C 2.04456 -2.09039 -1.66580
H 7.41776 0.40134 2.37348
H 8.07934 1.37801 1.06055
H 9.05592 0.10677 1.78881
H 7.58301 -1.63103 0.90318
H 8.12536 -0.60478 -0.42377
H 5.70131 -1.19403 -0.53560
H 5.44107 -0.37527 1.00186
H 6.00347 1.78474 0.01447
H 6.59494 1.00634 -1.45423
H 4.28613 0.19686 -1.94102
H 4.42959 1.95596 -1.91290
H 3.52596 1.95792 0.42896
H 3.31857 0.20615 0.31549
H 1.99353 2.24178 -1.54103
H 1.82557 0.49288 -1.64389
H 1.62916 3.24301 0.50456
H 0.69222 2.43987 1.75638
H -0.31333 4.53812 0.35466
H -2.40136 3.70555 -0.41350
H -1.17812 1.07860 -0.84928
H -2.65608 -0.84463 -1.13910
H -4.80860 -1.65165 -1.91155
H -7.12172 -2.09017 -1.50162
H -8.38372 -1.48572 -2.60129
H -6.74387 -1.78978 -3.22269
H -6.45530 2.24954 -1.36482
H -4.29979 3.05564 -0.55476
H -2.51237 1.06207 3.04342
H -3.33457 2.13458 1.87903
H -2.61931 -1.53939 1.94177
H -4.35560 -3.27309 1.56382
H -7.34973 -0.23855 1.44265
H -5.61746 1.48989 1.80561
H 1.36592 0.01440 1.42618
H -0.13341 -0.78631 -1.08738
H -0.37292 -1.69932 0.40807
H 1.94670 -2.19353 1.70173
H 4.02237 -3.45729 1.33249
H 4.83842 -3.85531 -0.96256
H 3.55269 -2.99013 -2.88450
H 1.48426 -1.72428 -2.51581

---

Record 6
25
Properties=species:S:1:pos:R:3 method="wB97M-V/def2-TZVPD" fmax_ev_per_a=4.5 spin_multiplicity=1 orbital_gap_ev=10.39 molar_mass_g_mol=344.540 total_charge=+2 e_tot_ha=-1270.19711
O 0.10533 0.60232 -5.38725
C 0.10477 0.59924 -4.26296
Cd 0.09707 0.56623 -1.68930
O 2.30098 -2.18892 -1.88225
C 1.59724 -1.29038 -1.90179
C -1.38871 2.50447 -1.88350
O -2.09114 3.40784 -1.84628
C -1.79048 -0.88108 -1.90001
O -2.69201 -1.58565 -1.88737
C 2.00939 2.09066 -1.88363
O 2.90970 2.80150 -1.84567
C 0.17752 0.79883 3.00324
P -0.04027 -0.22306 1.55156
C 1.22195 -1.52499 1.44168
C -1.69476 -0.96708 1.49301
O 0.14101 0.83814 0.43907
H -0.57333 1.59547 2.88959
H 1.16524 1.26406 2.86478
H 0.09247 0.27988 3.97439
H 1.21486 -2.15821 2.34883
H 1.07501 -2.17711 0.56249
H 2.20534 -1.03029 1.35341
H -2.42484 -0.14148 1.42671
H -1.82782 -1.62313 0.61440
H -1.89455 -1.55727 2.40682

---

| no. | HOMO level (eV) |
| --- | --- |
| 1 | -9.16 |
| 2 | -8.62 |
| 3 | -8.38 |
| 4 | -11.64 |
| 5 | -8.15 |
| 6 | -18.15 |